Entry 1:
{
  "formula": "C5H6O",
  "method": "ωB97M-V with the def2-TZVPD basis set",
  "total_charge": 0,
  "energy_ev": -7326.631,
  "homo_ev": -9.95,
  "lumo_energy_ev": 1.1,
  "species": ["C", "C", "O", "C", "C", "C", "H", "H", "H", "H", "H", "H"],
  "positions_angstrom": [[1.339, 0.477, 0.652], [0.582, 0.742, -0.623], [0.476, -0.321, -1.555], [-0.721, 0.114, -0.921], [-1.350, -0.809, 0.003], [-1.896, -1.560, 0.770], [0.965, -0.427, 1.144], [1.225, 1.328, 1.333], [2.407, 0.351, 0.442], [0.767, 1.711, -1.094], [-1.412, 0.635, -1.587], [-2.382, -2.239, 1.436]],
  "atomic_forces_ev_per_a": [[-0.05, -0.02, -0.03], [0.06, 0.18, 0.16], [0.16, -0.19, -0.12], [-0.19, 0.09, -0.01], [-0.26, -0.30, 0.37], [0.21, 0.29, -0.33], [0.09, 0.17, -0.09], [0.00, -0.15, -0.08], [-0.19, 0.03, 0.00], [-0.04, -0.15, 0.09], [0.11, -0.08, 0.16], [0.10, 0.14, -0.12]]
}

=====

Entry 2:
{
  "formula": "C3H11FNSi",
  "method": "ωB97M-V with the def2-TZVPD basis set",
  "total_charge": 1,
  "spin_multiplicity": 3,
  "energy_ev": -15365.072,
  "homo_ev": [-10.56, -17.04],
  "lumo_energy_ev": [-3.1, -5.7],
  "species": ["C", "C", "C", "N", "F", "Si", "H", "H", "H", "H", "H", "H", "H", "H", "H", "H", "H"],
  "positions_angstrom": [[0.821, 0.877, -0.905], [1.060, -1.256, 0.157], [-1.070, -0.569, -0.727], [0.375, -0.521, -0.933], [-0.259, 2.063, 1.870], [-1.892, 1.885, 2.259], [0.306, 1.477, -0.164], [1.878, 1.018, -0.772], [0.552, 1.280, -1.919], [0.703, -2.252, 0.216], [2.201, -1.310, 0.008], [0.829, -0.691, 1.157], [-1.399, 0.075, 0.019], [-1.204, -1.608, -0.371], [0.648, -0.959, -1.755], [-1.586, -0.467, -1.610], [-1.964, 0.958, 3.470]],
  "atomic_forces_ev_per_a": [[-0.24, 1.83, -2.44], [1.87, 1.30, 2.34], [0.68, -3.63, 0.74], [0.71, 1.33, 3.11], [-1.40, -0.14, 0.14], [1.46, -0.13, 0.39], [-0.15, -0.42, 0.23], [0.46, -0.45, 0.04], [0.29, -0.05, 0.96], [-0.47, -0.88, 0.02], [-1.85, 0.41, 0.04], [0.49, -1.11, -1.90], [-0.27, 1.32, 1.24], [-0.67, 0.54, -0.20], [0.36, -0.80, -2.21], [-1.11, 0.56, -2.09], [-0.15, 0.31, -0.43]]
}

=====

Number 2 is which compound? C3H11FNSi